Entry 1:
ORCA calculation (wB97M-V/def2-TZVPD) on a molecular structure, C28H64N8O16Sn.

Atoms and positions in Å:
1 Sn -0.294 -0.565 -0.077
2 C -2.730 -2.335 4.544
3 C -2.008 -1.400 3.677
4 C -0.494 -1.896 3.644
5 O -2.421 -1.273 2.315
6 H -2.339 -2.464 5.553
7 H -2.730 -3.361 4.174
8 H -3.788 -2.088 4.633
9 H -1.981 -0.391 4.087
10 H -0.341 -1.802 4.719
11 H 0.070 -1.358 2.882
12 H -0.354 -2.966 3.490
13 C 1.875 5.288 1.334
14 C 1.996 4.908 -0.108
15 C 1.248 5.993 -0.957
16 O 3.251 4.506 -0.503
17 H 2.686 5.985 1.544
18 H 2.091 4.418 1.955
19 H 0.929 5.773 1.572
20 H 1.396 4.011 -0.261
21 H 1.461 5.972 -2.026
22 H 1.506 6.960 -0.526
23 H 0.160 5.941 -0.961
24 C 2.100 0.371 -2.514
25 O 1.485 1.268 -1.869
26 O 3.158 0.859 -3.017
27 O 1.648 -0.761 -2.575
28 C -2.151 3.307 -2.063
29 O -2.451 2.356 -3.022
30 C -2.803 1.070 -2.809
31 O -2.568 0.383 -1.772
32 O -3.253 0.606 -3.981
33 C -3.530 -0.814 -4.083
34 H -2.811 3.334 -1.195
35 H -2.107 4.351 -2.371
36 H -1.206 2.945 -1.659
37 H -3.752 -1.065 -5.121
38 H -4.379 -1.104 -3.464
39 H -2.684 -1.406 -3.732
40 C -5.210 -3.730 1.170
41 C -3.998 -4.601 1.309
42 O -4.214 -5.786 1.515
43 N -2.754 -4.154 1.265
44 C -1.513 -4.918 1.204
45 H -5.458 -3.127 2.043
46 H -6.063 -4.242 0.725
47 H -4.730 -2.981 0.539
48 H -2.503 -3.175 1.263
49 H -0.585 -4.396 0.968
50 H -1.633 -5.834 0.626
51 H -1.206 -5.213 2.208
52 C 6.508 0.359 0.533
53 C 5.204 0.336 -0.264
54 O 4.471 1.308 -0.339
55 N 5.014 -0.741 -1.044
56 C 5.907 -1.836 -1.365
57 H 6.378 1.132 1.291
58 H 7.275 0.743 -0.140
59 H 6.709 -0.641 0.917
60 H 4.254 -0.632 -1.701
61 H 5.419 -2.575 -2.000
62 H 6.023 -2.350 -0.411
63 H 6.877 -1.565 -1.783
64 O 1.655 0.630 1.883
65 C 2.597 0.546 2.653
66 N 3.074 -0.675 2.920
67 C 3.295 1.837 3.103
68 H 3.517 -0.842 3.812
69 H 2.653 -1.336 2.283
70 H 3.565 2.425 2.226
71 H 4.240 1.662 3.617
72 H 2.645 2.455 3.723
73 O -1.232 2.036 0.976
74 C -1.775 2.612 1.931
75 N -2.429 1.983 2.857
76 C -1.525 4.070 2.003
77 H -2.281 1.000 3.036
78 H -2.767 2.566 3.609
79 H -2.204 4.711 2.566
80 H -1.603 4.441 0.981
81 H -0.481 4.128 2.312
82 O 2.043 -2.337 0.846
83 C 2.768 -3.096 0.229
84 N 2.795 -3.136 -1.107
85 C 3.506 -4.233 0.884
86 H 3.360 -3.786 -1.634
87 H 2.298 -2.404 -1.594
88 H 2.740 -4.912 1.258
89 H 4.158 -3.835 1.662
90 H 4.215 -4.659 0.174
91 O -1.184 -2.988 -1.847
92 C -0.939 -4.121 -2.252
93 N -0.079 -5.009 -1.713
94 C -1.594 -4.551 -3.609
95 H 0.758 -4.804 -1.186
96 H -0.284 -5.953 -2.008
97 H -1.916 -3.610 -4.055
98 H -2.450 -5.217 -3.495
99 H -0.929 -5.136 -4.244
100 O -5.889 1.331 -0.280
101 C -5.343 0.981 0.708
102 N -4.309 0.177 0.485
103 C -5.860 1.318 2.092
104 H -4.025 -0.011 -0.466
105 H -3.776 -0.190 1.260
106 H -6.938 1.199 2.206
107 H -5.763 2.399 2.198
108 H -5.302 0.751 2.837
109 O 2.851 4.086 -3.495
110 C 1.830 3.985 -4.133
111 N 1.039 2.966 -4.077
112 C 1.537 4.886 -5.278
113 H 1.236 2.222 -3.423
114 H 0.107 3.093 -4.444
115 H 0.638 4.734 -5.875
116 H 2.270 4.737 -6.071
117 H 1.430 5.941 -5.026

Summary:
Total energy = -2961.37475 hartree
Total charge = -2
E_LUMO = 0.1214 Ha

---

Entry 2:
ORCA calculation (wB97M-V/def2-TZVPD) on a molecular structure, C12H10Cl5N2SbSe4V.

Atoms and positions in Å:
1 V -0.764 -0.302 0.313
2 C -3.034 1.067 -3.649
3 C -4.045 0.779 -2.533
4 C -3.365 0.575 -1.259
5 N -2.742 0.410 -0.313
6 H -3.572 1.226 -4.584
7 H -2.340 0.234 -3.756
8 H -2.452 1.958 -3.418
9 H -4.610 -0.130 -2.748
10 H -4.757 1.599 -2.413
11 Cl -1.355 -0.116 2.977
12 C -0.669 1.470 2.597
13 C -0.315 1.633 1.275
14 C 0.205 2.879 0.959
15 Cl 0.658 3.187 -0.692
16 C 0.370 3.888 1.907
17 Cl 1.020 5.431 1.467
18 C 0.004 3.657 3.235
19 Cl 0.203 4.892 4.430
20 C -0.530 2.422 3.594
21 Cl -1.001 2.101 5.228
22 Se 0.366 -3.366 -4.922
23 Sb 0.935 -3.125 -2.559
24 Se -0.895 -1.469 -1.805
25 Se 0.584 -5.126 -1.189
26 Se 3.120 -2.069 -2.159
27 C 3.500 -3.621 1.188
28 C 3.540 -2.096 1.115
29 C 2.212 -1.511 0.972
30 N 1.166 -1.049 0.911
31 H 4.520 -3.997 1.286
32 H 3.050 -4.028 0.283
33 H 2.913 -3.965 2.040
34 H 4.084 -1.788 0.219
35 H 3.996 -1.650 2.003

Summary:
Multiplicity = 4
<S²> = 3.77
Total energy = -13663.85870 hartree
Relative energy (zero: lowest compared OMol25 entry of this formula, charge and spin) = 0.00 kcal per mole
Total charge = -2
E_LUMO (spin up / spin down) = 0.1306 / 0.1307 Ha

---

Entry 3:
ORCA calculation (wB97M-V/def2-TZVPD) on 2 unconnected molecules or ions with the total composition C3H13N2O.

Atoms and positions in Å:
1 N 1.219 -0.782 -0.565
2 C 0.891 0.287 -1.485
3 C -0.661 0.492 -1.561
4 N -1.303 0.091 -0.221
5 C -1.219 0.985 0.976
6 H 0.221 -1.193 -0.285
7 H 1.994 -1.363 -0.915
8 H 1.333 -0.250 0.239
9 H 1.502 1.178 -1.342
10 H 0.840 -0.217 -2.420
11 H -0.795 1.506 -1.869
12 H -1.386 -0.058 -2.231
13 H -2.212 -0.183 -0.626
14 H -1.926 1.678 1.516
15 H -0.628 1.671 0.405
16 H -0.700 0.579 1.903
17 H 1.484 -0.896 2.765
18 H 0.558 -1.999 3.275
19 O 0.787 -1.525 2.441

Summary:
Total energy = -306.50267 hartree
Relative energy (zero: lowest compared OMol25 entry of this formula, charge and spin) = 83.47 kcal per mole
Total charge = +1
E_LUMO = -0.1173 Ha